This record from the OMol25 dataset describes C35H43ClP2Si2Sn as an isolated structure in a non-equilibrium geometry. The level of theory is ωB97M-V/def2-TZVPD.

XYZ file:
```
84
Properties=species:S:1:pos:R:3:forces:R:3
C 4.43804 -0.58885 2.59085 0.59 0.51 -0.44
C 3.84738 -1.58976 1.77899 -0.11 0.27 -0.32
C 3.70062 -1.06125 0.46713 0.24 0.28 0.36
H 3.67583 -2.62589 2.08002 -0.11 0.46 -0.16
C 4.23989 0.26371 0.45522 0.19 -0.23 0.65
C 4.72915 0.55324 1.77438 0.13 -1.12 -0.07
H 5.35887 1.38899 2.09217 -0.61 -0.12 -0.20
H 4.74461 -0.71203 3.63022 -0.12 0.04 -0.29
H 3.35264 -1.58627 -0.42266 0.08 0.21 0.32
H 4.35573 0.86902 -0.43919 -0.08 -0.02 0.25
Sn 1.97266 0.82467 1.86306 0.11 0.46 -0.61
Si -3.30127 1.38241 -2.59077 -0.29 0.07 -0.13
C -4.64125 0.07249 -2.73522 -0.12 -0.30 0.20
C -6.02312 0.28746 -2.91607 0.20 -0.48 0.00
H -6.43017 1.30182 -2.92711 0.13 -0.30 -0.02
C -6.88832 -0.80253 -3.08984 0.14 0.21 0.08
H -7.95246 -0.62586 -3.24113 0.22 -0.02 0.04
C -6.40626 -2.11402 -3.05570 0.36 0.26 0.08
H -7.08213 -2.96006 -3.16400 0.09 0.21 -0.01
C -5.04003 -2.33262 -2.87092 -0.09 0.16 0.01
H -4.64143 -3.34294 -2.82112 -0.10 0.10 -0.09
C -4.16765 -1.25137 -2.73046 -0.34 -0.08 -0.02
H -3.09933 -1.44844 -2.61081 -0.34 0.08 -0.03
C -3.08203 2.09569 -4.31011 -0.32 0.63 -0.29
C -3.24866 1.24362 -5.42100 0.43 0.20 0.01
H -3.74859 0.27730 -5.30092 0.30 0.27 0.00
C -2.73808 1.60262 -6.67318 -0.16 0.14 0.22
H -2.80584 0.90108 -7.50097 -0.06 0.13 0.09
C -2.13321 2.84867 -6.85973 -0.11 -0.19 0.43
H -1.71238 3.11271 -7.82947 -0.11 -0.02 0.25
C -2.07689 3.74310 -5.78797 -0.11 0.01 0.00
H -1.62539 4.72150 -5.93269 -0.12 -0.10 0.02
C -2.57104 3.38808 -4.52761 0.21 -0.45 -0.40
H -2.53698 4.10745 -3.70742 0.16 -0.21 -0.18
H -2.04363 0.63696 -2.42069 0.08 -0.15 0.25
Si 0.20297 0.27750 -0.17651 1.73 -0.59 0.92
C 1.12841 0.63109 -1.76355 -0.22 0.30 -0.57
C 1.23724 -0.31591 -2.79697 0.34 0.13 0.12
H 0.64451 -1.23562 -2.74534 0.27 0.28 -0.05
C 2.13221 -0.11479 -3.85746 0.03 0.17 0.23
H 2.24451 -0.89490 -4.61466 -0.05 0.34 0.16
C 2.91064 1.05117 -3.91216 -0.36 -0.21 0.26
H 3.62689 1.18929 -4.72236 -0.17 -0.02 0.23
C 2.75422 2.03307 -2.92379 -0.08 -0.14 -0.07
H 3.36181 2.94136 -2.93670 -0.24 -0.26 -0.13
C 1.84947 1.83720 -1.88137 0.19 -0.35 -0.02
H 1.74218 2.61649 -1.12094 0.06 -0.25 -0.15
C -0.40727 -1.48494 -0.13469 -0.58 -0.32 -0.46
C 0.51807 -2.55349 -0.08387 -0.17 0.05 -0.10
H 1.59240 -2.34951 0.01421 -0.61 -0.06 0.00
C 0.08138 -3.87788 -0.16069 -0.09 0.20 0.10
H 0.80865 -4.68768 -0.08138 -0.20 0.19 -0.12
C -1.28108 -4.16146 -0.31055 0.17 0.24 -0.01
H -1.62004 -5.19431 -0.39559 0.07 0.27 0.05
C -2.19917 -3.11270 -0.35648 -0.08 0.09 0.25
H -3.26180 -3.32803 -0.45578 0.18 0.03 -0.01
C -1.77582 -1.78325 -0.24413 0.34 -0.33 0.00
H -2.50025 -0.96262 -0.25653 0.16 -0.35 -0.05
H -3.44389 2.33655 -1.41976 -0.17 -0.22 -0.81
Cl -1.21923 1.71487 0.20623 -0.47 0.24 0.17
C -1.04629 -0.58052 3.49657 -0.60 -0.05 0.31
P 0.75900 -0.77521 3.68023 0.28 0.01 -0.68
C 1.01524 -2.56338 3.44325 0.02 -0.32 0.49
C 1.08356 -0.44239 5.47775 -0.15 -0.15 0.12
C 2.35914 0.23851 6.02992 0.42 -0.18 0.21
P 2.42393 2.09771 6.02759 -0.09 0.64 -0.52
C 3.46150 2.56500 7.50203 -0.48 -0.38 0.08
C 3.71792 2.49200 4.75874 -0.22 -0.01 -0.17
H -1.30740 0.31185 2.91098 0.18 -0.17 0.16
H -1.51391 -0.48670 4.49039 0.03 -0.08 -0.37
H -1.47707 -1.45571 2.98208 0.24 0.33 0.16
H 0.61365 -3.09534 4.31796 0.03 -0.03 -0.25
H 0.50084 -2.90717 2.53513 0.17 0.23 0.24
H 2.08467 -2.79134 3.35205 -0.35 0.14 0.06
H 0.18356 0.10361 5.81306 0.41 -0.26 0.08
H 1.06670 -1.46536 5.88182 -0.25 0.28 0.23
H 2.41355 -0.01909 7.10275 -0.09 -0.04 -0.33
H 3.27568 -0.17044 5.58019 -0.24 0.00 0.01
H 4.04499 1.72503 7.89843 -0.03 0.22 0.00
H 4.13671 3.37084 7.18204 -0.28 -0.26 0.32
H 2.75811 2.93728 8.26020 0.49 -0.11 0.00
H 4.29541 3.34391 5.15255 -0.14 -0.36 -0.35
H 4.37197 1.62152 4.59403 -0.07 0.42 -0.09
H 3.23227 2.79320 3.81579 0.40 -0.24 0.33
```
Forces are in eV/Å.

Output
**Charge**: 0
**Frontier orbital gap**: 6.42 eV
**F_max**: 2.0 eV/Å
**Lowest unoccupied orbital energy**: 0.2 eV
**E_tot**: -3295.6390 Eh

=====

This record from the OMol25 dataset describes C35H40FN6O8RuSe3Te as an isolated structure. The level of theory is ωB97M-V/def2-TZVPD.

XYZ file:
```
95
Properties=species:S:1:pos:R:3:forces:R:3
Ru -0.85298 0.24411 0.66096 -0.16 -0.07 0.64
Se -1.23876 0.70646 3.65543 -0.67 -0.32 0.00
Se 1.20955 1.87743 3.39775 0.79 0.17 -0.18
C 1.98816 0.38210 2.51066 -0.18 0.13 0.23
C 3.31674 0.06216 2.81643 0.08 0.04 0.03
C 3.89126 -1.06971 2.28850 0.01 -0.02 0.02
C 3.11666 -1.90145 1.49148 -0.05 0.01 -0.04
C 1.81845 -1.51830 1.23401 0.03 -0.03 0.03
N 1.26478 -0.39083 1.69533 -0.12 0.04 -0.08
C -1.88467 2.18666 2.69916 0.03 0.00 -0.06
C -2.61917 3.24454 3.22849 0.04 -0.07 0.11
C -2.93049 4.31726 2.41777 0.02 0.04 -0.08
C -2.48598 4.32648 1.10183 0.00 0.01 0.02
C -1.78151 3.23484 0.62907 -0.03 0.01 0.01
N -1.51516 2.18464 1.40984 0.19 0.06 -0.25
H 3.86418 0.70720 3.48914 -0.01 0.02 -0.01
H 4.91924 -1.31986 2.51985 0.02 -0.01 -0.01
H 3.49564 -2.82359 1.07589 0.01 -0.02 0.00
H 1.17476 -2.16815 0.66114 0.00 -0.06 0.00
H -2.91373 3.20666 4.26795 0.00 0.00 -0.01
H -3.50067 5.15023 2.81241 0.00 0.00 0.00
H -2.67375 5.15680 0.43592 -0.02 0.01 0.02
H -1.40470 3.21152 -0.38834 -0.01 -0.01 0.01
C -2.56464 -4.25743 -2.01923 0.02 -0.01 0.01
C -1.59253 -3.09105 -2.17742 -0.04 0.00 0.05
C -1.99306 -2.22954 -3.37328 0.00 -0.03 -0.03
C -0.16676 -3.63091 -2.36332 0.01 0.05 0.00
N -1.76215 -2.29421 -0.94743 0.07 0.10 0.00
N -0.73992 -1.31145 -0.79586 0.24 0.26 -0.10
H -2.60570 -4.84749 -2.93725 0.00 0.00 -0.02
H -3.56285 -3.87869 -1.79371 -0.02 0.01 -0.01
H -2.24713 -4.91023 -1.20294 0.01 0.01 0.03
H -1.90222 -2.80666 -4.29765 -0.01 -0.01 -0.01
H -1.36385 -1.34301 -3.46906 0.02 0.01 0.02
H -3.02403 -1.88993 -3.26264 -0.02 -0.01 0.02
H -0.15198 -4.37259 -3.16529 0.00 -0.02 -0.01
H 0.18587 -4.09898 -1.44186 -0.02 -0.04 0.02
H 0.53369 -2.83966 -2.64360 -0.01 0.00 0.02
H -1.64399 -2.89773 -0.13840 0.00 -0.16 0.04
H -0.79161 -0.63310 -1.58328 0.00 -0.08 -0.07
H 0.18064 -1.74824 -0.81852 0.06 0.11 -0.09
C -5.66079 -0.25852 0.32473 -0.01 0.00 0.00
C -4.97303 -0.86567 1.36623 0.01 -0.03 0.03
C -3.59427 -0.73302 1.47638 -0.01 0.02 -0.04
C -2.87599 0.00699 0.53879 0.07 -0.03 0.06
C -3.57106 0.61939 -0.50343 0.02 -0.02 -0.01
C -4.95029 0.48495 -0.60723 -0.02 0.03 -0.04
H -6.73701 -0.36270 0.24124 0.00 0.00 0.00
H -5.51028 -1.45270 2.10401 -0.02 0.01 0.01
H -3.06396 -1.21763 2.28416 -0.01 -0.03 0.01
H -3.02687 1.17622 -1.25883 -0.01 0.00 0.00
H -5.46834 0.96493 -1.43101 -0.01 -0.01 0.00
F -2.82560 -1.39350 6.53436 -0.09 0.02 -0.01
C -1.69984 -1.98290 6.11516 0.31 -0.08 0.01
C -1.67378 -2.75822 5.02587 -0.10 0.09 -0.04
N -0.54449 -3.41401 4.60303 -0.07 -0.01 0.04
C -0.61442 -4.23976 3.40190 0.01 -0.06 0.06
C -0.65914 -3.42437 2.09113 0.02 0.10 -0.10
O -0.41802 -4.07851 1.05469 -0.04 -0.05 0.05
O -0.95875 -2.21788 2.20121 -0.03 -0.13 -0.01
C 0.66543 -3.21880 5.22090 -0.02 0.10 0.04
O 1.70285 -3.75065 4.88184 0.04 -0.01 0.01
N 0.61097 -2.36696 6.31746 0.08 -0.07 -0.03
C -0.48968 -1.74244 6.88614 -0.22 0.08 -0.04
O -0.40459 -1.09100 7.90743 0.06 -0.02 -0.01
H -2.55791 -2.90484 4.42179 0.01 0.00 0.00
H -1.52852 -4.83509 3.46561 0.05 -0.04 -0.06
H 0.23805 -4.91282 3.39633 0.00 0.07 -0.01
H 1.50013 -2.18901 6.75945 0.01 -0.02 0.01
O 0.82664 1.37491 -0.43874 -0.29 0.01 -0.37
Se 0.35954 1.86515 -1.97976 -0.41 0.12 -0.10
O -0.05231 3.44317 -1.98577 0.22 -0.39 0.00
O -0.98372 0.93444 -2.27842 0.35 0.30 -0.08
O 1.56094 1.53846 -3.05890 -0.10 0.04 0.35
C 6.54839 -0.34112 -7.36400 0.02 0.01 -0.04
C 5.73518 -0.32189 -6.09695 0.00 -0.04 -0.02
C 5.72962 0.78498 -5.26406 -0.04 0.01 0.02
C 4.99504 0.81266 -4.07925 0.03 0.05 -0.08
C 4.99749 2.06936 -3.25521 -0.02 0.04 0.06
C 4.25241 -0.31503 -3.70521 -0.14 -0.01 -0.07
Te 3.18471 -0.30317 -1.88938 0.00 -0.11 0.20
C 4.22051 -1.43198 -4.55693 0.07 -0.04 -0.02
C 3.38760 -2.64724 -4.25135 -0.03 0.02 0.04
C 4.96549 -1.41933 -5.73078 0.02 0.03 0.03
H 6.95568 0.64678 -7.58268 0.00 0.00 0.00
H 5.94555 -0.65342 -8.21948 -0.01 0.00 0.00
H 7.38824 -1.03703 -7.28933 0.00 0.00 0.02
H 6.29972 1.66555 -5.54515 0.01 0.00 -0.01
H 5.52935 2.86443 -3.78049 0.01 0.01 0.02
H 5.47238 1.90660 -2.28492 0.01 -0.02 -0.01
H 3.97770 2.39916 -3.04821 -0.01 -0.01 -0.05
H 2.32498 -2.39481 -4.24801 0.01 0.01 -0.01
H 3.60333 -3.04900 -3.26087 0.03 -0.01 -0.01
H 3.56417 -3.42552 -4.99498 -0.02 -0.02 -0.01
H 4.93470 -2.29070 -6.37816 0.01 -0.01 -0.03
```
Forces are in eV/Å.

Output
**Charge**: -2
**Frontier orbital gap (alpha / beta)**: 5.33 / 6.41 eV
**F_max**: 0.8 eV/Å
**2S+1**: 6
**Lowest unoccupied orbital energy (alpha / beta)**: 3.9 / 3.7 eV
**E_tot**: -9955.2481 Eh

=====

This record from the OMol25 dataset describes one molecule with the formula C6H5NO in a non-equilibrium geometry. The level of theory is ωB97M-V/def2-TZVPD.

XYZ file:
```
13
Properties=species:S:1:pos:R:3:forces:R:3
C -2.99676 0.06058 0.19096 -0.25 0.73 2.36
C -1.94118 -0.70076 -0.17534 -0.20 -1.32 0.42
C -0.60578 -0.14959 -0.22442 -1.47 4.70 0.66
C 1.54060 -0.22078 -0.08768 5.46 -1.67 3.75
C 1.28733 1.28142 -0.05568 -1.50 -3.55 -0.69
C -0.03622 1.28945 -0.04292 -1.83 1.30 -1.18
H -2.97015 1.15357 0.51118 1.08 -1.10 -1.34
H -3.92846 -0.18759 0.74303 0.40 -1.22 -1.39
H -1.67305 -1.88449 -0.25006 -1.98 2.74 0.18
H 2.18649 1.79060 -0.06696 0.91 2.00 0.22
H -0.75454 2.09478 -0.08133 0.33 0.45 0.31
N 0.32840 -0.91033 -0.11402 4.28 -5.33 -0.90
O 2.66914 -0.74454 0.28909 -5.24 2.25 -2.41
```
Forces are in eV/Å.

Output
**Charge**: 0
**Frontier orbital gap**: 8.90 eV
**F_max**: 6.9 eV/Å
**Structure (SMILES)**: C=CC1=NC(=O)C=C1
**Lowest unoccupied orbital energy**: -1.3 eV
**E_tot**: -361.4884 Eh